# 1
{
  "formula": "C4H6NO2",
  "method": "wB97M-V/def2-TZVPD",
  "elements": ["C", "C", "C", "C", "N", "O", "O", "H", "H", "H", "H", "H", "H"],
  "xyz": [[2.19679, -0.16049, 0.02046], [-0.36634, -0.57098, -0.04125], [1.28730, 1.01750, -0.08341], [-1.83669, -0.86904, 0.05807], [1.82259, -1.32066, 0.13452], [-0.04040, 0.55101, -0.30354], [0.45686, -1.55109, 0.14219], [3.26464, -0.08852, -0.05313], [1.12270, 1.68912, 0.82116], [1.73668, 1.64674, -0.94814], [-2.12839, -0.77000, 1.05698], [-1.91682, -1.87364, -0.19772], [-2.21702, -0.04770, -0.51322]],
  "max_force_ha_per_bohr": 0.1137,
  "relative_energy_kj_mol": 265.7,
  "charge": 1,
  "total_energy_ev": -9819.84775,
  "homo_lumo_gap_ev": 11.45,
  "e_homo_ev": -16.21
}


# 2
{
  "formula": "C43H69F3N2O34S8",
  "method": "wB97M-V/def2-TZVPD",
  "elements": ["C", "C", "C", "C", "C", "C", "C", "C", "C", "C", "C", "C", "N", "C", "C", "C", "O", "C", "C", "N", "C", "O", "C", "F", "F", "F", "C", "C", "C", "C", "C", "C", "C", "C", "H", "H", "H", "H", "H", "H", "H", "H", "H", "H", "H", "H", "H", "H", "H", "H", "H", "H", "H", "H", "H", "H", "H", "H", "H", "H", "H", "H", "H", "H", "H", "H", "H", "H", "H", "H", "H", "C", "C", "O", "S", "O", "O", "O", "H", "H", "H", "H", "C", "C", "O", "S", "O", "O", "O", "H", "H", "H", "H", "C", "C", "O", "S", "O", "O", "O", "H", "H", "H", "H", "C", "C", "O", "S", "O", "O", "O", "H", "H", "H", "H", "C", "C", "O", "S", "O", "O", "O", "H", "H", "H", "H", "C", "C", "O", "S", "O", "O", "O", "H", "H", "H", "H", "C", "C", "O", "S", "O", "O", "O", "H", "H", "H", "H", "C", "C", "O", "S", "O", "O", "O", "H", "H", "H", "H"],
  "xyz": [[0.11920, -4.30056, -0.73016], [-0.73497, -4.97649, 0.41317], [-2.18452, -4.35195, 0.41245], [-2.51902, -3.67155, 1.79201], [-4.08595, -3.48435, 1.85763], [-4.47373, -2.57394, 3.09475], [-5.53705, -1.48835, 2.69511], [-4.93250, -0.05188, 2.59290], [-3.61485, -0.09729, 1.71372], [-3.27875, 1.36807, 1.25778], [-2.24038, 1.39831, 0.05223], [-1.27817, 0.23298, 0.38763], [-0.46202, -0.59099, 0.35254], [-1.47549, 2.75624, 0.23703], [-0.11642, 2.47769, 1.08167], [-0.38002, 2.19145, 2.68008], [0.24388, 3.50706, 2.00774], [-2.90780, 1.13988, -1.35235], [-4.41224, 0.77944, -1.25350], [-5.48911, 0.57574, -0.88357], [-2.90262, 2.38232, -2.33032], [-3.85439, 3.35535, -1.84600], [-4.72424, 3.76071, -2.79143], [-4.12103, 4.34659, -3.86121], [-5.55731, 2.78756, -3.23138], [-5.52425, 4.71290, -2.24537], [-2.32325, -0.06395, -2.19785], [-0.98340, 0.18475, -2.91523], [-0.82429, -0.47538, -4.18435], [0.36901, -0.37764, -4.95314], [1.47069, 0.40336, -4.48377], [1.32417, 1.05519, -3.23085], [2.50484, 1.90051, -2.66889], [0.12293, 0.94995, -2.46954], [0.80123, -3.55773, -0.26032], [0.77331, -5.06901, -1.20634], [-0.50910, -3.80208, -1.49340], [-0.85260, -6.06135, 0.21478], [-0.31095, -4.78521, 1.42356], [-2.35416, -3.62435, -0.41846], [-2.96510, -5.16180, 0.29456], [-2.19785, -4.29835, 2.65582], [-2.07952, -2.65579, 1.88934], [-4.62729, -4.45312, 1.91710], [-4.37419, -2.94599, 0.92430], [-4.87275, -3.25273, 3.88638], [-3.54586, -2.12923, 3.51711], [-5.98286, -1.78276, 1.72063], [-6.30589, -1.46986, 3.50454], [-4.59811, 0.22233, 3.62664], [-5.64563, 0.72314, 2.24754], [-3.75918, -0.77030, 0.83779], [-2.83389, -0.51017, 2.38223], [-4.18487, 1.97503, 1.04856], [-2.83222, 1.83693, 2.16996], [-1.01428, 3.19219, -0.67283], [-2.02846, 3.48062, 0.86086], [0.70857, 1.88716, 0.57975], [0.21701, 2.49844, 3.56486], [0.28146, 1.25600, 2.53031], [-3.27493, 1.98712, -3.30488], [-1.89304, 2.78471, -2.52560], [-3.06646, -0.19594, -3.02594], [-2.37653, -1.03939, -1.65809], [-1.62690, -1.12131, -4.58870], [0.40834, -0.92705, -5.91004], [2.38278, 0.42273, -5.09907], [3.45538, 1.50545, -3.09447], [2.55628, 1.72196, -1.57552], [2.40549, 2.96866, -2.94418], [0.08136, 1.45011, -1.49262], [2.98486, 0.07455, 4.20769], [3.99910, -1.04503, 4.10523], [3.23070, -2.24680, 4.21850], [1.77344, -2.00772, 3.56834], [1.78577, -2.51039, 2.24249], [0.79265, -2.38382, 4.52330], [1.83745, -0.39800, 3.49727], [2.69335, 0.25265, 5.24603], [3.34913, 1.00236, 3.77032], [4.75292, -0.99558, 4.88719], [4.48927, -1.04718, 3.12858], [2.05394, 7.38403, -0.93380], [1.96836, 6.02122, -0.28077], [2.54233, 5.12140, -1.23399], [3.70009, 5.88566, -2.05402], [4.95242, 5.56803, -1.46881], [3.44346, 5.72721, -3.44058], [3.30960, 7.38908, -1.62027], [1.26050, 7.51994, -1.67278], [2.01308, 8.19280, -0.20749], [0.94482, 5.73442, -0.04940], [2.57161, 5.97983, 0.62944], [-0.32200, -2.95155, -10.10415], [0.28523, -4.30629, -9.80224], [1.34729, -4.03250, -8.88367], [0.94400, -2.77033, -7.96724], [0.42526, -3.25431, -6.73815], [1.99442, -1.81773, -8.03028], [-0.28792, -2.24439, -8.86092], [0.28167, -2.39870, -10.82756], [-1.34361, -3.02860, -10.47027], [0.66563, -4.80020, -10.69336], [-0.43359, -4.96109, -9.30333], [-3.95403, -7.34316, -4.24443], [-4.50703, -6.04051, -3.70207], [-4.98472, -6.36368, -2.39467], [-4.06025, -7.52321, -1.76191], [-3.09258, -6.91590, -0.92101], [-4.90087, -8.57744, -1.32392], [-3.32720, -7.97459, -3.12640], [-4.75467, -7.99613, -4.60066], [-3.23383, -7.18481, -5.04472], [-5.31087, -5.64115, -4.31658], [-3.72054, -5.28818, -3.59919], [-2.85006, 1.55094, 6.82244], [-2.92698, 0.14693, 7.38765], [-2.30999, -0.67875, 6.39880], [-1.14417, 0.15504, 5.66007], [0.09484, -0.17744, 6.26658], [-1.35919, 0.08283, 4.26277], [-1.57775, 1.62186, 6.17611], [-3.62488, 1.71870, 6.07004], [-2.92674, 2.31256, 7.59604], [-3.95044, -0.17307, 7.57055], [-2.34862, 0.05929, 8.31122], [8.27231, -0.06259, 7.24129], [9.20270, -0.74643, 6.26013], [8.71232, -0.37036, 4.97059], [8.08461, 1.11163, 5.05182], [9.05868, 2.03944, 4.60595], [6.77012, 1.06924, 4.51853], [7.99005, 1.21251, 6.65847], [7.33080, -0.60828, 7.34097], [8.72446, 0.05974, 8.22333], [9.20218, -1.82843, 6.37070], [10.22503, -0.37231, 6.35608], [4.60663, -1.83075, -5.13068], [5.20940, -3.18614, -4.82829], [6.28531, -2.91283, -3.92682], [5.90207, -1.63919, -3.01285], [5.39788, -2.11086, -1.77416], [6.95715, -0.69524, -3.09882], [4.65944, -1.11197, -3.89596], [5.20365, -1.28651, -5.86675], [3.57905, -1.90665, -5.48297], [5.57382, -3.68868, -5.72151], [4.49289, -3.83260, -4.31511], [0.32036, 8.57366, 3.11432], [-0.67305, 8.12256, 4.16700], [-1.52366, 7.19108, 3.49452], [-0.66879, 6.40642, 2.36742], [-0.24583, 5.16224, 2.89296], [-1.35317, 6.51742, 1.12601], [0.60709, 7.40217, 2.34458], [-0.12051, 9.31995, 2.44881], [1.23328, 8.97338, 3.55140], [-1.25354, 8.94878, 4.57153], [-0.17288, 7.59573, 4.98373]],
  "smiles": "CCCCCCCCCC[C@](C#N)(C[C@@H]1CO1)[C@@](C#N)(COC(F)(F)F)Cc1cccc(C)c1.O=S1(=O)OCCO1.O=S1(=O)OCCO1.O=S1(=O)OCCO1.O=S1(=O)OCCO1.O=S1(=O)OCCO1.O=S1(=O)OCCO1.O=S1(=O)OCCO1.O=S1(=O)OCCO1",
  "max_force_ha_per_bohr": 0.1585,
  "charge": 0,
  "total_energy_ev": -213123.62811,
  "homo_lumo_gap_ev": 7.99,
  "e_homo_ev": -7.98
}


# 3
{
  "formula": "C2H8NS",
  "method": "wB97M-V/def2-TZVPD",
  "elements": ["S", "H", "C", "C", "N", "H", "H", "H", "H", "H", "H", "H"],
  "xyz": [[-4.08928, 0.58497, 0.11716], [-3.88779, -0.09141, -1.04011], [1.57715, -0.65184, 0.83147], [0.94303, 0.21286, -0.30138], [-0.49920, 0.28014, -0.18908], [1.08426, -1.62041, 0.74599], [2.63181, -0.69816, 0.57111], [1.32171, -0.30992, 1.83197], [1.42943, 1.18357, -0.42356], [1.22788, -0.36204, -1.18805], [-0.95335, 0.27769, -1.09496], [-0.78565, 1.19455, 0.13947]],
  "max_force_ha_per_bohr": 0.0318,
  "relative_energy_kj_mol": 49.5,
  "multiplicity": 2,
  "charge": 0,
  "total_energy_ev": -14527.23137,
  "homo_lumo_gap_ev": [10.41, 7.09],
  "e_homo_ev": [-9.49, -9.48]
}